Entry 1:
Density functional theory data (the ωB97M-V functional and the def2-TZVPD basis) for 6 unconnected molecules or ions with the total composition C24H50N3O8.

For the largest force on an atom, the calculation gives 0.391 eV/A. The HOMO energy comes out at -0.41338 Eh. The calculation puts the electronic energy at -1710.3888 a.u. Its HOMO-LUMO gap is 9.376 eV. The value obtained for the lowest unoccupied orbital energy is -1.87 eV. The charge is +1.

Last column: Löwdin charge in e.
Cartesian coordinates (Å):
N -1.22260 1.17015 -2.84763  -0.049
H -2.26869 -1.49305 0.19110  0.093
H 2.03863 3.21688 -3.94035  0.116
C -1.41072 3.35188 0.60053  -0.003
H 0.90349 -5.13183 -2.79404  0.077
C 2.87246 -4.34266 0.74365  -0.020
H 0.23466 2.38764 -5.19785  0.152
H 3.55332 -3.52723 0.99512  0.085
O -2.18800 -2.09405 3.13634  0.051
H 0.72044 -6.59692 -3.78688  0.092
O -0.59323 -3.86318 -4.37279  0.035
H 5.05397 3.35738 -2.18178  0.121
H 3.08379 4.42583 -1.60476  0.118
H -4.81364 -3.67085 3.53450  0.088
H 3.42890 -5.15343 0.28037  0.083
C 2.17726 -4.84323 1.99032  -0.501
C -0.54675 -1.79700 -1.08545  -0.396
O -0.07814 4.99611 4.62439  0.051
C 0.95662 3.97014 6.50355  -0.021
H 1.30435 6.76295 6.74442  0.089
H 0.76163 2.07576 -1.59085  0.137
C 0.18686 -5.81082 -3.25011  -0.011
C -0.44272 4.50156 0.47240  -0.471
H -0.87540 -0.55420 0.67701  0.086
H 1.22119 4.41641 -2.93622  0.126
C 2.90461 3.41592 -1.96722  -0.150
C -0.65839 5.64944 1.41320  -0.010
H 0.56348 -3.43367 2.11261  0.059
C -0.71036 -5.05977 -4.19759  -0.484
H 0.73265 4.29949 7.51964  0.089
H -1.89835 1.58894 -5.98744  0.131
H -1.65692 6.06612 1.26852  0.095
O -1.51350 -2.42433 -1.91417  -0.026
H -1.07404 -2.70559 -2.72571  0.045
H 0.90431 -0.20454 -1.27450  0.130
C -2.82338 -2.91017 3.76635  -0.496
H -1.91053 -2.36711 5.62272  0.082
H 2.13566 -3.95204 0.03780  0.061
H 2.57966 6.14152 5.70465  0.087
C -1.82767 0.53617 -4.02890  -0.064
H 0.90466 -4.30224 3.62181  0.083
H 1.25356 7.09838 4.99690  0.082
C 4.18031 2.84243 -2.58173  -0.248
C 1.70873 3.44306 -2.92470  -0.137
H -3.60492 -2.89764 5.76088  0.088
H -2.61000 2.44643 -4.59929  0.129
H -3.85991 -3.61534 2.03148  0.079
H -1.36969 2.94825 1.61390  0.096
H 1.97802 -2.99625 3.07347  0.090
H -3.54879 -4.86299 3.26472  0.088
H -2.80897 0.11853 -3.83221  0.143
C 0.71672 5.09783 5.53263  -0.493
C -1.75890 -5.86138 -4.91853  -0.012
C 1.51121 6.35985 5.75157  -0.019
N 0.71794 2.43522 -2.53397  0.149
C -3.82412 -3.81978 3.09874  -0.017
C -1.82011 1.76898 -4.92209  -0.100
H -1.28699 -6.64998 -5.50709  0.092
H -1.16112 -0.23510 -4.42948  0.129
H 4.18597 2.99839 -3.66504  0.113
N -0.54004 2.43628 -4.54967  0.120
H -0.92371 -2.26271 1.01043  0.043
H 0.30749 -2.47409 -0.94829  0.134
H 5.07603 1.22852 -1.89943  0.085
C -1.18427 -1.51722 0.26775  -0.024
H -0.58328 5.29870 2.44422  0.059
H -2.34098 -5.21551 -5.57031  0.085
O -1.03444 0.47909 -1.68016  -0.056
O 2.27327 -5.99056 2.35051  0.080
C -0.27225 2.03094 -3.27587  -0.304
C -2.65316 -3.07067 5.25544  -0.021
H -2.41698 -6.34407 -4.19392  0.093
H 0.20778 -0.76271 -2.81249  0.131
H 2.00729 3.67509 6.48095  0.087
O 0.46301 4.49635 -0.33976  0.051
H -0.41070 -6.29289 -2.47442  0.094
O 4.24905 1.43872 -2.33625  -0.068
H 0.32976 3.11968 6.24840  0.081
H -2.34173 -4.09069 5.48829  0.088
H 0.08840 6.42017 1.23769  0.088
H 2.66208 2.80294 -1.09927  0.113
C -0.00873 -0.55304 -1.76374  -0.103
C 1.35416 -3.83163 2.75070  -0.014
H -2.42993 3.70590 0.43574  0.094
H -1.18661 2.56211 -0.11352  0.053

---

Entry 2:
Density functional theory data (the ωB97M-V functional and the def2-TZVPD basis) for 6 unconnected molecules or ions with the total composition C24H50NO13S.

For the largest force on an atom, the calculation gives 2.762 eV/A. The HOMO energy comes out at -0.05429 Eh. The calculation puts the electronic energy at -2375.4923 a.u. Its HOMO-LUMO gap is 3.384 eV. The value obtained for the lowest unoccupied orbital energy is 1.91 eV. The charge is -1.

Last column: Löwdin charge in e.
Cartesian coordinates (Å):
H 8.18167 2.65757 5.09090  0.079
H -2.11160 -1.51012 -9.40925  0.083
H -8.95990 3.49409 7.99886  0.086
H 0.29389 -4.40869 -5.10526  0.104
C 0.98367 -1.46865 -6.44871  -0.062
H 3.49133 4.12123 6.56930  0.092
H -5.98680 1.57980 6.60895  0.066
C -5.62936 3.66830 6.15380  -0.227
O 2.14429 0.00663 2.55073  -0.319
H -5.64512 4.05344 7.17344  0.116
S 1.44619 -0.69659 1.50909  0.553
C -5.25549 2.20225 6.09113  -0.061
H -0.24528 -2.35333 -10.80365  0.121
H 3.04299 -1.51935 -7.04628  0.116
H -5.22382 1.86475 5.05448  0.089
H -4.28027 2.04044 6.54373  0.068
C 6.84516 4.31349 4.75599  -0.244
O -9.06779 4.12157 5.52371  0.094
H -3.13087 4.16161 3.98958  0.078
H 0.79057 -1.59842 -1.39083  0.065
H -8.36690 1.99896 7.25726  0.094
H 0.61274 -0.03510 -0.29556  0.099
H -3.12051 -2.86463 -9.88625  0.069
O -0.55860 -3.68885 -9.33619  -0.005
O 3.42982 4.84792 4.11744  0.107
H -2.61996 -1.67944 -11.09934  0.080
H 0.19748 -2.13710 -6.10050  0.073
H 0.63660 -0.96894 -7.35557  0.070
C -2.05836 4.01010 4.09115  0.022
H 0.98418 -4.36854 -6.73725  0.028
H 1.87140 -2.96977 1.62553  0.096
H -3.11238 -5.21551 -8.92665  0.099
H 7.24929 2.55665 3.58611  0.085
O 5.61258 4.61147 4.10127  0.000
H -1.56207 4.97925 4.08844  0.097
C 2.27278 -2.21812 -6.71859  -0.247
H 0.04374 -3.38185 0.37721  0.063
H -0.70355 1.73089 3.58177  0.116
C 1.05985 2.93867 3.99322  -0.061
H 4.07216 2.65017 5.77220  0.097
H 1.55122 -2.93704 -2.17434  0.086
H 6.82289 4.65112 5.79355  0.110
H 0.51317 -4.56042 -0.92835  0.086
O -0.44532 -5.42910 -8.01092  0.110
H 3.37079 -2.00577 1.51643  0.091
H -7.24438 3.13542 8.02731  0.067
C -2.30045 -2.22415 -10.21036  -0.062
C 4.30521 3.69197 5.99060  0.009
H -4.89291 4.25576 5.61409  0.100
H -1.18786 -3.73291 -11.31963  0.111
H -2.14728 -6.56194 -9.55144  0.090
H 0.41172 1.03731 4.72916  0.121
C 1.16170 -4.66351 -5.71575  0.002
H 2.99170 -3.47071 -0.41372  0.111
C 2.53227 -2.48608 -0.37338  -0.228
H 0.64862 3.89864 3.68015  0.072
H -2.43644 -5.16304 -10.56709  0.067
H 1.13925 -0.72119 -5.67115  0.083
C -1.79515 3.33549 5.41775  -0.529
O 1.36148 0.26045 0.26333  -0.148
O 0.15970 -1.11730 1.94720  -0.286
C 1.24955 -2.56339 -1.20084  -0.264
H -1.60663 -4.01935 -1.42913  -0.124
O -0.77744 2.48337 5.53375  0.011
C -8.14722 3.05152 7.42828  0.006
O 2.79425 -2.82044 -5.53649  -0.009
C -1.01091 -4.89071 -8.91955  -0.507
H 2.15894 -2.95761 -7.51343  0.109
C -2.25459 -5.48065 -9.54294  0.015
C -0.03366 1.97403 4.40566  -0.204
H 5.20074 3.73793 6.60579  0.066
C 0.19614 -3.53323 -0.70647  -0.492
H 3.25029 -1.81649 -0.83734  0.103
C -8.07326 3.75478 6.09086  -0.537
H 1.29249 -5.74207 -5.71129  0.092
C 4.40588 4.44811 4.68507  -0.518
C 2.38159 -2.17069 1.11354  -0.228
N -1.03408 -3.17410 -1.41145  -0.201
O -6.88321 3.91357 5.49290  0.002
C -1.04778 -3.02435 -10.50170  -0.240
C 2.38075 -4.03370 -5.09334  -0.521
O -2.44841 3.60065 6.39921  0.069
H -1.72929 3.43712 3.22930  0.075
H 6.47150 2.20878 5.11966  0.069
H 1.63789 2.52351 3.16920  0.077
C 7.20921 2.84779 4.63516  -0.064
O 2.95529 -4.53137 -4.16679  0.096
H 7.59151 4.92054 4.24593  0.120
H 1.72678 3.13716 4.82763  0.056

---

Entry 3:
Density functional theory data (the ωB97M-V functional and the def2-TZVPD basis) for a molecular structure, C24H51ClN2O9P2Pb.

For the largest force on an atom, the calculation gives 2.221 eV/A. The HOMO energy comes out at -0.51406 Eh. The calculation puts the electronic energy at -3066.8265 a.u. Its HOMO-LUMO gap is 5.442 eV. As for the energy relative to the best compared isomer or geometry (same formula, charge and spin): 0.00 kJ/mol. The value obtained for the lowest unoccupied orbital energy is -8.55 eV. The charge is +2.

Last column: Löwdin charge in e.
Cartesian coordinates (Å):
C 1.55476 0.44766 5.17052  -0.214
C -1.66206 -0.23955 -3.61791  -0.298
H 3.77572 -0.62497 4.47268  0.069
H -4.48258 -2.16833 0.16198  0.111
H 3.11486 2.38787 -0.05419  0.126
C 1.17670 1.81976 0.20474  -0.242
H -2.22075 0.13730 -4.49059  -0.006
H 2.03701 0.44676 6.15353  0.117
O 3.43897 0.82718 -4.65958  -0.120
C 1.61735 -0.97121 4.59918  -0.271
C -3.50841 -1.87399 0.56195  -0.180
H 0.29665 1.00725 2.05482  0.051
H -3.96478 1.55044 4.33261  0.114
H -4.03832 -1.93031 -1.93131  0.116
H 2.47303 1.71570 -2.29698  0.120
C 0.15181 1.07999 5.27497  -0.201
Cl 5.31213 -1.34603 -0.84544  0.790
H -3.03712 0.24560 0.52319  0.076
Pb -0.81730 0.52522 -6.01785  1.715
H -1.97678 -2.98610 -0.48357  0.110
H 2.18580 1.08052 4.53835  0.102
C -0.51235 0.70285 -3.15055  -0.377
N 2.56201 1.54676 -0.15847  -0.015
C -3.00100 -0.36768 2.58340  -0.191
C -2.42693 1.01517 2.95192  -0.222
C -2.75500 -0.35008 -2.50188  -0.139
H -3.78549 -0.63033 3.29992  0.124
H -2.27639 1.51098 6.35992  0.113
H -0.01646 1.74816 4.42224  0.093
O 1.45752 -3.68229 -2.77597  -0.222
H -2.44684 0.29272 -1.67161  0.088
H -0.34176 0.44204 -2.10506  0.116
H 3.05532 -1.05910 -5.43630  0.150
O 0.68404 0.72271 -3.94981  -0.283
H 1.03134 -0.99222 3.66970  0.082
H -4.62963 -0.12479 1.21523  0.118
H 1.18431 -0.17457 1.05365  0.075
O -2.03931 2.90015 -2.21834  -0.065
O 1.04373 -2.53733 -0.59994  -0.205
H -2.57241 2.59189 4.39440  0.110
H 4.16719 -0.84854 -3.21788  0.106
H 0.88852 -1.31695 -4.44312  0.113
H 2.81086 2.58237 -4.98978  0.102
C 0.52693 0.69639 1.03705  -0.051
H -1.64822 -1.26670 -0.29323  0.070
H -1.33553 0.97543 2.87248  0.054
C -2.95792 -1.78080 -1.96050  -0.171
C 3.05376 -1.42503 4.29708  -0.098
H 1.15157 2.75086 0.77550  0.124
C 4.05327 -2.26101 -1.62429  -0.796
C 1.50316 -0.49315 -4.03734  -0.276
H 2.01822 0.22993 -5.99682  0.093
C -2.36526 0.78256 5.54604  -0.200
C 2.05335 -1.03171 -2.66243  -0.441
C 2.76573 1.02324 -1.49080  -0.213
H 3.82357 0.78068 -1.58354  0.099
P 0.73359 -2.39033 -2.18109  0.939
O 3.36740 1.97655 -5.50507  0.028
H 0.57983 1.98450 -0.70356  0.067
O 0.25369 3.45628 -3.24504  -0.095
H 0.13422 1.71730 6.16481  0.116
C -3.58881 -0.45286 1.16661  -0.194
H -2.76189 1.74406 2.20163  0.105
C -2.86987 1.54171 4.31070  -0.205
H 3.16666 -1.72550 3.25254  0.059
H -3.11817 0.06729 5.88827  0.110
H -1.78096 2.72294 -1.29705  0.117
H -1.31103 -1.25796 -3.80854  0.076
H 1.11358 -1.67118 5.26880  0.106
H -2.22402 -1.13030 2.69633  0.104
C 2.53180 -0.15874 -5.10694  -0.159
H -3.69168 0.02792 -2.90855  0.130
H -0.42045 0.36428 0.58752  0.050
H -3.30482 -2.58643 1.36416  0.115
P -1.01678 2.52140 -3.33822  0.572
H -0.85278 -0.46677 6.34882  0.124
H 3.34694 -2.29068 4.89264  0.072
O 1.96713 -0.15724 -1.56121  -0.133
O 3.74634 -3.31197 -1.20808  0.077
H 0.52114 -1.89717 -0.09578  0.037
H -1.02460 -0.62406 4.59545  0.088
H 0.19484 4.16428 -2.58129  0.126
H 2.08114 -4.11910 -2.16466  0.082
H 3.44393 -2.39428 -3.64418  0.135
C -2.43470 -1.99566 -0.52791  -0.213
C -1.00861 0.09313 5.42114  -0.221
H -2.52521 -2.52283 -2.63242  0.101
H -1.24890 3.58687 -5.21474  0.037
N -1.62081 2.71907 -4.81968  -0.190
C 3.47127 -1.61788 -2.87739  -0.115